C2H4N2OS2 | ωB97M-V/def2-TZVPD

The geometry in XYZ format:
```
11
Properties=species:S:1:pos:R:3:forces:R:3:mulliken_charge:R:1
O 0.647 -1.951 -1.496 1.48 -1.82 0.89 -0.470
N 0.953 -1.155 -0.330 -0.36 -2.17 -2.00 -0.241
C 0.054 -0.265 -0.139 -0.32 -1.14 -0.80 0.629
C 0.187 0.254 1.176 1.63 2.38 3.91 -0.398
S 1.470 -0.037 2.245 -2.16 0.49 -1.60 -0.164
N -1.096 -0.052 -0.913 -0.10 0.12 -2.30 -0.341
S -1.607 1.593 -1.176 -1.24 -0.02 0.56 -0.160
H 1.147 -2.877 -1.376 -1.36 3.42 -0.04 0.350
H -0.540 1.025 1.552 0.41 -1.04 -0.67 0.265
H -1.036 -0.444 -1.900 0.26 0.06 2.12 0.364
H -3.007 1.515 -0.924 1.75 -0.28 -0.08 0.165
```
Forces are in eV/Å.

Calculated values
E_HOMO = -8.64 eV
multiplicity = 1
SMILES = O/N=C(/C=S)NS
energy above the lowest of the compared OMol25 structures with the same formula, charge and spin = 90.00 kcal/mol

C20H32As2BF4N3O3PS2Tl | ωB97M-V/def2-TZVPD

The geometry in XYZ format:
```
69
Properties=species:S:1:pos:R:3:forces:R:3:mulliken_charge:R:1
Tl -1.295 -1.800 -0.699 -0.22 -0.23 0.09 0.877
C -3.176 4.556 1.204 0.04 -0.13 -0.09 -1.385
As -2.206 2.902 1.721 -0.04 0.33 0.21 0.659
C -3.615 2.093 2.821 -0.10 -0.09 -0.07 -1.236
C -1.223 3.719 3.242 0.08 -0.03 0.06 -0.154
C -1.800 4.679 4.067 -0.09 0.08 -0.03 -0.167
C -1.093 5.262 5.109 0.03 -0.02 0.06 -0.785
C 0.215 4.868 5.347 -0.02 0.01 0.00 -0.582
C 0.800 3.900 4.542 0.05 0.01 0.03 -0.282
C 0.103 3.322 3.483 -0.08 0.00 -0.11 0.001
As 0.847 1.860 2.367 0.24 0.23 0.21 0.797
C 2.715 1.988 3.001 -0.06 -0.03 0.06 -1.224
C 1.175 2.950 0.751 -0.02 -0.02 -0.04 -1.272
H -4.065 4.709 1.817 0.03 0.00 0.04 0.329
H -3.480 4.458 0.165 -0.03 -0.07 0.02 0.397
H -2.516 5.419 1.304 0.03 -0.03 0.03 0.432
H -4.098 2.831 3.463 0.05 0.04 0.00 0.417
H -3.176 1.310 3.438 0.03 0.01 -0.02 0.333
H -4.350 1.639 2.158 0.03 0.01 -0.04 0.361
H -2.827 4.988 3.896 0.01 0.00 -0.03 0.229
H -1.560 6.011 5.739 -0.02 0.00 -0.02 0.359
H 0.779 5.314 6.159 0.01 -0.02 0.00 0.369
H 1.819 3.598 4.748 0.01 0.01 -0.02 0.304
H 3.118 2.998 2.898 -0.06 0.01 0.00 0.415
H 3.324 1.302 2.416 -0.02 -0.07 -0.07 0.204
H 2.784 1.675 4.043 -0.02 -0.01 -0.01 0.342
H 1.405 3.978 1.035 0.02 -0.01 0.02 0.453
H 0.295 2.943 0.110 0.01 -0.03 0.01 0.257
H 2.022 2.532 0.206 -0.01 -0.07 0.04 0.454
C 1.154 -2.517 -4.534 -0.10 -0.12 0.17 -1.202
C -0.250 -3.027 -4.248 -0.04 0.21 -0.28 0.373
C -1.308 -1.945 -4.416 0.06 -0.20 0.16 -1.303
O -0.267 -3.517 -2.901 -0.07 -0.39 -0.01 -0.275
P -1.047 -4.928 -2.504 0.38 0.11 0.06 0.562
S -0.747 -6.277 -3.918 -0.03 0.14 0.24 -0.552
S -2.889 -4.516 -1.939 0.06 0.08 -0.04 -0.475
O -0.244 -5.202 -1.120 -0.11 -0.10 -0.15 -0.387
C 1.168 -5.268 -0.838 0.20 0.24 -0.07 0.457
C 1.666 -3.894 -0.406 -0.14 -0.20 -0.02 -0.681
C 2.029 -5.835 -1.956 -0.24 -0.07 0.04 -1.376
H 1.214 -2.105 -5.543 -0.01 0.02 -0.01 0.456
H 1.874 -3.331 -4.446 0.02 0.01 -0.01 0.270
H 1.421 -1.741 -3.815 0.03 0.03 -0.02 0.027
H -0.474 -3.863 -4.917 0.01 -0.01 0.04 0.371
H -1.111 -1.115 -3.731 -0.02 0.07 -0.06 0.200
H -2.295 -2.353 -4.195 -0.01 0.04 0.02 0.296
H -1.304 -1.569 -5.441 0.01 0.05 0.01 0.457
H 1.225 -5.951 0.016 -0.05 0.04 -0.02 0.362
H 1.639 -3.203 -1.250 0.05 0.02 -0.01 -0.193
H 2.693 -3.975 -0.045 0.01 0.10 0.02 0.516
H 1.048 -3.489 0.397 0.07 0.00 0.03 0.213
H 2.015 -5.180 -2.825 0.03 0.02 -0.04 0.105
H 1.656 -6.808 -2.266 0.04 -0.05 -0.07 0.376
H 3.057 -5.933 -1.599 -0.03 0.04 0.03 0.496
N 1.002 0.011 -1.599 0.07 0.14 0.13 -0.043
C 1.621 -0.338 -0.394 -0.41 -0.04 0.09 1.245
O 0.896 -0.581 0.588 0.35 -0.02 -0.37 -0.935
C 3.044 -0.423 -0.400 0.03 0.01 -0.05 0.687
C 3.771 -0.850 0.727 0.06 -0.11 0.22 -0.160
N 4.419 -1.178 1.628 -0.06 -0.01 0.01 -0.813
C 3.778 -0.071 -1.546 0.13 0.07 -0.24 -0.561
N 4.350 0.230 -2.508 -0.04 0.01 0.02 -0.674
H 1.609 0.351 -2.331 -0.03 0.03 0.00 0.279
H 0.170 0.575 -1.467 -0.02 -0.04 -0.05 0.006
F -4.561 0.366 -1.797 0.02 -0.06 0.01 -0.350
B -3.523 0.765 -0.969 0.02 0.13 0.06 0.536
F -3.735 2.090 -0.534 -0.03 -0.14 -0.12 -0.364
F -3.411 -0.087 0.158 -0.12 0.01 0.01 -0.451
F -2.279 0.678 -1.668 0.06 0.07 -0.05 -0.394
```
Forces are in eV/Å.

Calculated values
charge = -2
E_HOMO = -2.86 eV
multiplicity = 1
energy above the lowest of the compared OMol25 structures with the same formula, charge and spin = 0.43 kcal/mol

FO4S | ωB97M-V/def2-TZVPD

The geometry in XYZ format:
```
6
Properties=species:S:1:pos:R:3:forces:R:3:mulliken_charge:R:1
O -0.984 0.004 -1.421 0.54 -0.13 0.26 -0.486
O -1.009 -1.015 0.832 0.44 0.50 -0.53 -0.485
O -1.124 1.438 0.567 0.71 -1.02 -0.41 -0.514
O 1.687 0.320 0.247 -2.65 1.04 0.15 -0.488
F 2.211 -0.889 -0.220 0.39 -1.12 -0.44 -0.177
S -0.781 0.142 -0.004 0.57 0.75 0.97 1.150
```
Forces are in eV/Å.

Calculated values
charge = -1
E_HOMO = -4.97 eV
multiplicity = 1
energy above the lowest of the compared OMol25 structures with the same formula, charge and spin = 29.01 kcal/mol

C41H34AsF5N3O4S2Tl | ωB97M-V/def2-TZVPD

The geometry in XYZ format:
```
91
Properties=species:S:1:pos:R:3:forces:R:3:mulliken_charge:R:1
Tl -0.496 0.248 0.591 -0.50 0.38 0.05 1.554
O 0.019 -5.140 -1.081 -0.14 -0.07 -0.08 -0.673
C -1.307 -4.951 -1.084 0.10 -0.06 -0.08 0.486
C -2.096 -5.998 -1.575 0.04 -0.04 -0.02 -0.667
C -3.467 -5.876 -1.638 -0.03 0.02 0.01 -0.284
C -4.101 -4.705 -1.213 0.04 -0.05 -0.03 -0.937
C -3.331 -3.676 -0.721 -0.01 0.00 0.04 -0.475
C -1.935 -3.774 -0.643 -0.18 0.11 0.10 0.494
C -1.192 -2.628 -0.088 -0.17 -0.29 -0.32 0.665
O -1.812 -1.570 0.224 -0.30 0.06 -0.03 -0.681
N 0.127 -2.793 0.028 -0.06 0.15 0.02 -1.367
N 0.704 -1.691 0.518 0.29 0.30 -0.15 0.356
C 1.918 -1.702 0.883 0.34 -0.10 0.06 -0.989
C 2.484 -0.508 1.521 0.07 -0.06 -0.10 1.270
C 3.806 -0.480 1.941 0.17 -0.05 0.01 -0.979
C 4.277 0.654 2.577 0.03 0.01 0.03 -0.411
C 3.416 1.724 2.790 0.08 -0.04 0.00 -1.048
C 2.114 1.614 2.340 -0.16 -0.14 -0.03 -0.142
N 1.669 0.524 1.717 -0.03 0.34 0.03 0.053
H 0.446 -4.310 -0.770 0.07 -0.04 0.07 0.617
H -1.589 -6.896 -1.909 -0.04 0.06 0.02 0.436
H -4.055 -6.701 -2.024 0.02 0.03 0.01 0.375
H -5.178 -4.611 -1.266 0.04 -0.01 0.01 0.411
H -3.790 -2.763 -0.366 0.01 0.00 -0.01 0.483
H 2.521 -2.596 0.766 0.03 -0.01 0.01 0.471
H 4.442 -1.337 1.757 -0.02 0.05 -0.01 0.521
H 5.306 0.703 2.911 -0.03 0.00 -0.02 0.433
H 3.745 2.625 3.289 -0.01 -0.03 -0.01 0.453
H 1.397 2.415 2.487 -0.01 -0.06 0.01 0.541
S -1.634 0.717 2.771 0.01 0.02 0.28 -0.373
C -2.601 2.191 2.609 0.06 -0.20 0.21 0.905
C -3.263 2.596 3.778 -0.09 0.10 0.04 -0.825
C -4.056 3.728 3.796 0.07 -0.09 -0.01 -0.595
C -4.216 4.498 2.645 -0.01 -0.03 0.07 -0.907
C -3.571 4.106 1.491 0.05 -0.06 0.05 -0.092
C -2.768 2.959 1.464 -0.16 0.25 -0.15 -0.370
As -1.903 2.526 -0.192 0.15 -0.05 0.40 1.030
C -1.012 4.199 -0.544 0.16 -0.04 -0.19 0.085
C 0.136 4.454 0.202 -0.01 0.10 -0.03 -0.509
C 0.856 5.619 -0.007 -0.03 0.01 -0.01 -0.603
C 0.438 6.527 -0.975 0.01 -0.01 0.02 -0.548
C -0.705 6.274 -1.717 -0.03 -0.03 0.01 -0.696
C -1.432 5.107 -1.506 0.01 0.13 0.08 0.140
C -3.378 2.381 -1.409 0.03 -0.24 -0.15 0.315
C -4.610 1.956 -0.921 -0.05 0.09 -0.09 -0.745
C -5.650 1.696 -1.805 0.01 0.01 -0.03 -0.795
C -5.460 1.851 -3.171 0.02 -0.01 0.04 -0.616
C -4.224 2.260 -3.660 0.01 0.02 0.05 -0.857
C -3.179 2.511 -2.783 -0.12 -0.02 -0.04 0.113
H -3.144 1.998 4.675 -0.01 0.05 -0.03 0.464
H -4.553 4.015 4.716 0.02 -0.02 -0.04 0.381
H -4.832 5.388 2.652 0.02 -0.04 0.01 0.415
H -3.689 4.697 0.590 0.02 0.01 -0.03 0.392
H 0.467 3.738 0.945 0.02 0.01 -0.03 0.196
H 1.746 5.818 0.577 -0.03 -0.01 -0.02 0.435
H 1.006 7.434 -1.147 -0.02 -0.04 0.01 0.398
H -1.036 6.985 -2.464 0.01 -0.02 0.01 0.430
H -2.332 4.925 -2.078 -0.02 -0.02 -0.04 0.411
H -4.763 1.833 0.144 0.00 -0.01 0.01 0.457
H -6.609 1.370 -1.422 0.04 0.00 -0.02 0.443
H -6.270 1.641 -3.858 0.02 0.02 0.02 0.402
H -4.069 2.373 -4.726 -0.01 -0.01 0.02 0.447
H -2.211 2.797 -3.175 0.01 -0.01 0.00 0.261
C 2.676 1.588 -1.069 -0.18 0.00 0.12 -0.444
O 1.244 1.778 -1.027 0.15 -0.25 -0.29 0.341
C 0.708 1.845 -2.356 0.20 0.32 0.17 -0.520
C 0.118 0.557 -2.827 -0.22 -0.20 0.12 -0.544
O -1.062 0.292 -2.037 0.37 -0.49 -0.28 0.602
C -1.841 -0.752 -2.635 0.13 0.18 -0.01 -1.224
H 3.131 2.366 -1.687 -0.03 0.00 -0.03 0.438
H 2.926 0.593 -1.450 0.00 0.06 -0.09 -0.257
H 3.044 1.697 -0.054 0.04 0.06 0.07 0.101
H 1.500 2.142 -3.045 -0.02 0.03 -0.05 0.747
H -0.053 2.629 -2.356 0.05 0.04 -0.01 -0.268
H 0.848 -0.259 -2.744 -0.15 -0.04 0.01 -0.255
H -0.184 0.668 -3.874 0.02 0.00 -0.05 0.588
H -2.193 -0.416 -3.614 -0.01 -0.01 -0.02 0.492
H -2.686 -0.957 -1.988 -0.06 0.04 0.07 0.144
H -1.247 -1.660 -2.757 0.04 -0.01 0.01 0.277
F 5.336 -1.912 -7.577 0.01 0.00 -0.02 -0.315
C 4.781 -1.896 -6.358 0.08 0.00 -0.19 0.790
C 4.056 -0.807 -5.932 -0.08 0.18 -0.01 -0.380
F 3.903 0.249 -6.747 -0.01 0.01 0.02 -0.313
C 3.493 -0.807 -4.672 -0.07 0.15 -0.03 -0.245
F 2.804 0.303 -4.320 -0.02 0.03 0.00 -0.211
C 3.601 -1.867 -3.776 -0.05 -0.01 0.26 0.423
S 2.863 -1.840 -2.194 -0.01 -0.13 0.02 -0.254
C 4.347 -2.948 -4.252 0.02 -0.08 0.07 0.369
F 4.532 -4.026 -3.483 -0.01 -0.01 0.04 -0.337
C 4.926 -2.970 -5.505 0.07 -0.17 0.03 0.003
F 5.635 -4.033 -5.908 -0.02 0.00 0.03 -0.304
```
Forces are in eV/Å.

Calculated values
E_HOMO = -6.41 eV
multiplicity = 1
energy above the lowest of the compared OMol25 structures with the same formula, charge and spin = 39.60 kcal/mol

CH5N3O | ωB97M-V/def2-TZVPD

The geometry in XYZ format:
```
10
Properties=species:S:1:pos:R:3:forces:R:3:mulliken_charge:R:1
H 0.590 1.991 0.060 -0.14 0.20 -0.03 0.180
N -0.119 1.260 0.050 3.41 2.33 -0.85 -0.653
C 0.440 0.118 -0.111 1.02 1.21 1.74 0.534
N 1.748 -0.328 0.036 3.80 5.21 -0.07 -0.484
N -0.474 -0.861 -0.046 -2.85 -0.65 -1.24 -0.332
O -1.772 -0.207 -0.056 -0.78 -5.17 -0.33 -0.426
H 2.707 0.378 -0.063 -4.43 -2.27 0.43 0.261
H 2.092 -1.210 -0.164 -0.30 -2.11 -0.74 0.237
H -0.300 -1.399 0.783 -0.66 -0.43 0.48 0.254
H -1.634 0.684 0.214 0.94 1.67 0.60 0.429
```
Forces are in eV/Å.

Calculated values
E_HOMO = -9.53 eV
multiplicity = 1
SMILES = [H]/N=C(\N)NO
energy above the lowest of the compared OMol25 structures with the same formula, charge and spin = 63.47 kcal/mol

C12H54B3O14 | ωB97M-V/def2-TZVPD

The geometry in XYZ format:
```
83
Properties=species:S:1:pos:R:3:forces:R:3:mulliken_charge:R:1
O -1.673 1.889 -0.988 0.11 -0.21 0.41 -0.377
H -1.218 2.679 -0.551 -0.12 -0.16 -0.29 0.225
H -1.087 1.071 -0.836 -0.60 1.07 -0.42 -0.097
H -1.711 2.054 -1.996 -0.22 0.06 -0.17 0.280
O 1.182 -0.686 2.191 -0.16 -0.54 0.52 -0.296
H 0.738 0.011 2.732 0.01 0.62 0.52 0.682
H 0.814 -0.638 1.250 0.06 0.13 -0.53 -0.883
H 2.145 -0.586 2.210 -0.07 0.29 -0.18 0.472
B -0.273 -0.380 -0.287 0.76 -0.24 0.45 6.256
H -1.190 -0.866 0.174 -1.31 -0.60 0.62 -1.200
H 0.617 -1.110 -0.229 1.07 -0.98 -0.21 -1.313
H -0.497 -0.130 -1.374 0.04 0.30 -1.68 -0.134
H 0.079 0.503 0.348 0.14 1.62 0.79 -0.703
B -1.717 2.092 -3.764 -0.23 -0.07 -0.19 0.275
H -2.648 2.538 -3.254 -1.72 0.69 0.76 -0.156
H -1.847 2.192 -4.898 0.05 0.36 -1.69 -0.216
H -0.837 2.664 -3.296 1.78 0.79 0.38 -0.206
H -1.696 0.973 -3.493 0.24 -1.88 0.50 -0.440
B -0.513 4.081 0.396 0.00 0.64 0.28 0.840
H 0.290 4.795 0.799 1.24 1.11 0.66 -0.259
H -0.700 4.289 -0.714 -0.21 0.26 -1.74 -0.284
H -0.141 3.007 0.541 0.38 -1.76 0.05 -1.048
H -1.500 4.165 0.979 -1.53 0.19 1.02 -0.296
C -3.654 -1.008 2.206 0.60 0.04 -0.63 -0.242
C -4.356 -1.555 0.939 1.08 1.19 0.88 -0.286
O -4.032 -0.705 -0.146 -0.46 0.09 -0.11 -0.577
O -2.266 -1.382 2.220 -0.38 -0.26 0.17 -0.520
H -4.177 -1.339 3.105 0.39 -0.20 0.12 0.391
H -3.597 0.085 2.191 -0.94 0.06 -0.09 0.153
H -5.427 -1.505 1.146 -0.12 -0.25 -0.46 0.446
H -3.977 -2.564 0.771 -0.38 -0.21 0.01 0.025
H -3.326 -1.053 -0.698 0.01 -0.30 -0.02 0.251
H -1.892 -0.912 1.451 -0.02 -0.32 0.40 -0.203
C -2.121 2.548 4.093 -0.07 1.22 -0.78 -0.840
C -1.006 2.071 3.163 -0.30 -0.12 0.47 1.024
O -0.079 1.253 3.906 -0.19 -0.38 -0.44 -0.615
O -1.557 3.433 5.083 -0.02 -0.59 0.16 -0.575
H -2.735 1.769 4.542 0.51 -0.21 0.29 0.360
H -2.821 3.202 3.565 -0.07 -0.52 -0.61 0.395
H -0.467 2.911 2.728 -0.18 0.17 0.13 0.003
H -1.392 1.492 2.323 -0.03 -0.18 0.10 -0.476
H 0.031 1.687 4.759 0.22 -0.01 -0.01 0.327
H -1.527 4.268 4.606 0.30 0.19 0.32 0.347
C 3.557 -0.582 -2.077 1.34 0.17 -0.78 0.704
C 4.971 -0.214 -1.587 -0.49 0.03 2.33 -0.897
O 5.133 1.205 -1.504 0.06 0.07 -1.20 -0.499
O 3.546 -1.976 -2.359 0.00 -0.01 0.31 -0.581
H 3.381 -0.048 -3.013 -0.26 0.36 0.17 0.295
H 2.846 -0.290 -1.303 -0.21 -0.03 -0.16 -0.475
H 5.808 -0.765 -2.019 -0.25 0.22 -0.79 0.409
H 5.016 -0.455 -0.515 -0.13 -0.97 -0.08 0.322
H 5.917 1.352 -0.970 -0.01 0.15 -0.01 0.315
H 2.820 -2.158 -2.961 -0.02 -0.02 0.04 0.317
C 2.736 2.199 0.306 0.56 -1.12 0.72 0.578
C 3.622 3.434 0.383 -0.28 1.40 -1.33 -0.884
O 4.053 3.910 1.636 -0.10 -0.43 0.68 -0.611
O 1.809 2.061 1.364 0.12 0.32 0.46 -0.219
H 3.384 1.319 0.387 0.01 -0.04 -0.05 -0.163
H 2.206 2.104 -0.645 0.25 0.40 -0.21 0.258
H 3.096 4.257 -0.117 -0.14 -0.04 -0.02 0.318
H 4.534 3.312 -0.203 -0.14 -0.42 -0.06 0.330
H 3.302 4.341 2.056 -0.02 -0.16 0.07 0.343
H 1.056 2.656 1.159 0.13 -0.10 0.07 0.021
C -0.425 -3.823 0.883 -0.63 0.47 -0.63 0.453
C 0.859 -4.298 0.187 -1.08 0.57 0.09 -0.544
O 1.726 -3.190 0.057 1.23 -0.39 0.86 -0.564
O -1.534 -4.640 0.486 0.61 -0.38 0.63 -0.563
H -0.633 -2.797 0.556 0.27 -0.44 0.22 -0.109
H -0.325 -3.721 1.967 0.14 -0.50 0.11 0.336
H 0.640 -4.636 -0.828 0.11 -0.66 0.83 0.417
H 1.281 -5.105 0.781 0.62 0.17 -0.16 0.395
H 1.338 -2.505 -0.495 -0.19 -0.30 -0.12 -0.020
H -2.313 -4.317 0.948 0.03 0.08 -0.05 0.322
C -0.604 -3.262 -2.360 -0.49 -0.15 -0.41 0.500
C -1.261 -3.528 -3.703 -0.20 -0.46 -0.06 -0.997
O -0.380 -4.242 -4.593 -0.09 0.13 0.57 -0.545
O -1.598 -2.704 -1.501 0.46 0.51 -0.70 -0.604
H 0.254 -2.609 -2.550 0.02 0.28 0.35 -0.100
H -0.261 -4.180 -1.877 -0.29 0.15 -0.99 -0.093
H -1.575 -2.601 -4.183 -0.02 0.18 0.21 0.394
H -2.147 -4.128 -3.476 -0.12 -0.02 -0.18 0.386
H -0.934 -4.614 -5.282 0.08 0.01 -0.06 0.305
H -1.136 -2.066 -0.930 -0.46 -0.13 -0.45 -0.763
```
Forces are in eV/Å.

Calculated values
charge = -1
E_HOMO = -6.12 eV
multiplicity = 1

Quick rundown of orbital gap, same order as above: 7.5 7.0 8.5 5.0 10.1 8.0 eV